Entry 1:
Density functional theory data (ωB97M-V with the def2-TZVPD basis set) for a structure of composition C3H8N2O2 at a distorted geometry.

The HOMO energy comes out at -7.886 eV. The value obtained for the LUMO energy is 0.54 eV. Its gap between HOMO and LUMO is 8.421 eV. The energy above the lowest of the compared OMol25 structures with the same formula, charge and spin comes out at 180.6 kcal per mole. As for the net charge: 0. The spin multiplicity is 1.

Structure (XYZ):
```
15
Properties=species:S:1:pos:R:3:nbo_charge:R:1
C -0.213 0.725 0.563 -0.1774
C 2.278 0.363 -0.393 -0.2572
C -0.412 -0.630 0.785 0.6837
N -2.798 -0.023 -0.585 -0.5076
O -2.156 0.425 0.563 -0.5498
O 1.556 0.279 0.805 -0.6986
N -0.510 -1.824 0.762 -0.5784
H -2.607 -1.019 -0.712 0.3225
H -2.456 0.484 -1.402 0.3157
H 0.299 -2.430 0.871 0.4341
H -0.274 1.407 1.398 0.2795
H -0.184 1.088 -0.458 0.2501
H 3.263 -0.103 -0.267 0.1858
H 2.437 1.410 -0.696 0.1580
H 1.777 -0.151 -1.234 0.1396
```

Entry 2:
Density functional theory data (ωB97M-V with the def2-TZVPD basis set) for an isolated molecule of BrFO2S at a distorted geometry.

The HOMO energy comes out at -9.667 eV. The value obtained for the LUMO energy is -2.25 eV. Its gap between HOMO and LUMO is 7.419 eV. The energy above the lowest of the compared OMol25 structures with the same formula, charge and spin comes out at 85.7 kcal per mole. As for the net charge: 0. The spin multiplicity is 1.

Structure (XYZ):
```
5
Properties=species:S:1:pos:R:3:nbo_charge:R:1
O 0.075 -2.083 -0.489 -0.8648
O -0.024 1.933 -0.367 -0.8083
F 0.725 0.484 1.526 -0.4999
S 0.486 0.630 -0.155 1.5715
Br -1.262 -0.965 -0.515 0.6015
```

Entry 3:
Density functional theory data (ωB97M-V with the def2-TZVPD basis set) for an isolated molecule of C4H6N2O at a distorted geometry.

The HOMO energy comes out at -10.744 eV. The value obtained for the LUMO energy is 0.73 eV. Its gap between HOMO and LUMO is 11.477 eV. The energy above the lowest of the compared OMol25 structures with the same formula, charge and spin comes out at 33.0 kcal per mole. The structure (SMILES) is [H]/N=C/OCCC#N. As for the net charge: 0. The spin multiplicity is 1.

Structure (XYZ):
```
13
Properties=species:S:1:pos:R:3:nbo_charge:R:1
N 0.076 -1.792 -0.558 -0.7298
C 1.249 -1.332 -0.450 0.4124
O 1.528 -0.052 -0.149 -0.4936
C 0.462 0.892 -0.205 -0.0614
C -0.628 0.688 0.868 -0.5501
C -1.912 1.164 0.348 0.2898
N -2.904 1.536 -0.116 -0.3253
H 0.103 -2.785 -0.773 0.3606
H 2.185 -1.883 -0.580 0.1585
H 0.013 0.862 -1.202 0.2039
H 0.950 1.858 -0.064 0.2038
H -0.732 -0.376 1.089 0.2863
H -0.389 1.220 1.793 0.2450
```

Entry 4:
Density functional theory data (ωB97M-V with the def2-TZVPD basis set) for a structure of composition C28H24Cl3NO3Pb.

The HOMO energy comes out at -8.264 eV. The value obtained for the LUMO energy is -0.42 eV. Its gap between HOMO and LUMO is 7.841 eV. The energy above the lowest of the compared OMol25 structures with the same formula, charge and spin comes out at 6.1 kcal per mole. As for the net charge: 0. The spin multiplicity is 1.

Structure (XYZ):
```
60
Properties=species:S:1:pos:R:3:nbo_charge:R:1
Pb 1.053 0.690 0.752 1.5755
C -1.057 -2.603 2.821 -0.6369
C -1.265 -1.145 2.522 -0.0269
C -1.909 -0.742 1.351 -0.1689
C -2.132 0.600 1.075 -0.2301
C -1.698 1.572 1.973 -0.2403
C -1.039 1.186 3.136 -0.2326
C -0.830 -0.163 3.408 -0.2306
H -1.920 -3.012 3.350 0.2297
H -0.182 -2.759 3.451 0.2204
H -0.930 -3.179 1.904 0.2199
H -2.233 -1.488 0.634 0.2125
H -2.616 0.885 0.149 0.2495
H -1.853 2.620 1.755 0.2395
H -0.693 1.935 3.838 0.2315
H -0.313 -0.453 4.315 0.2247
Cl 7.371 1.954 4.931 0.0016
C 6.059 1.864 3.798 -0.0449
C 5.098 0.884 3.942 -0.2457
C 4.059 0.830 3.029 -0.1134
Cl 2.859 -0.425 3.230 0.0009
C 3.923 1.725 1.956 0.3613
O 2.955 1.698 1.073 -0.9406
C 4.939 2.699 1.862 -0.1028
Cl 4.854 3.834 0.562 0.0291
C 5.987 2.777 2.758 -0.2366
H 5.151 0.169 4.750 0.2404
H 6.739 3.543 2.642 0.2431
C -4.440 -2.475 -0.950 -0.6348
C -3.887 -1.197 -1.528 -0.0032
C -4.652 -0.041 -1.427 -0.2435
C -4.202 1.150 -1.973 -0.2065
C -2.979 1.192 -2.612 -0.2672
C -2.197 0.039 -2.739 0.2437
N -1.036 0.135 -3.561 -0.6572
C 0.283 -0.150 -3.070 0.1622
C 0.940 -1.310 -3.463 -0.1896
C 2.245 -1.568 -3.072 -0.2056
C 2.937 -0.645 -2.306 -0.2068
C 2.308 0.534 -1.928 -0.2620
C 0.983 0.786 -2.297 -0.1841
C 0.350 2.092 -1.856 0.7766
O -0.250 2.787 -2.651 -0.6345
O 0.511 2.358 -0.594 -0.8968
C -2.651 -1.170 -2.191 -0.0878
C -1.864 -2.436 -2.377 -0.6417
H -5.394 -2.284 -0.462 0.2202
H -3.775 -2.926 -0.208 0.2070
H -4.607 -3.224 -1.726 0.2200
H -5.609 -0.080 -0.922 0.2099
H -4.797 2.050 -1.890 0.2178
H -2.604 2.122 -3.019 0.2361
H -1.009 1.082 -3.927 0.4070
H 0.415 -2.005 -4.102 0.2260
H 2.730 -2.480 -3.393 0.2200
H 3.969 -0.821 -2.029 0.2252
H 2.864 1.297 -1.390 0.2585
H -1.637 -2.589 -3.433 0.2250
H -2.411 -3.308 -2.026 0.2187
H -0.912 -2.409 -1.845 0.2180
```

Entry 5:
Density functional theory data (ωB97M-V with the def2-TZVPD basis set) for an isolated molecule of C6H10N2 at a distorted geometry.

The HOMO energy comes out at -8.510 eV. The value obtained for the LUMO energy is 1.05 eV. Its gap between HOMO and LUMO is 9.560 eV. The energy above the lowest of the compared OMol25 structures with the same formula, charge and spin comes out at 38.8 kcal per mole. The structure (SMILES) is CCc1c[nH]nc1C. As for the net charge: 0. The spin multiplicity is 1.

Structure (XYZ):
```
18
Properties=species:S:1:pos:R:3:nbo_charge:R:1
C 0.851 -1.710 -0.110 -0.0613
C 0.145 -0.589 -0.381 -0.1410
C 1.172 0.499 -0.035 0.1520
C 0.921 2.002 0.274 -0.6564
C -2.358 -0.134 0.443 -0.6101
C -1.241 -0.284 -0.738 -0.4096
N 2.353 -0.089 0.145 -0.2904
N 2.109 -1.373 0.068 -0.3277
H 0.618 -2.732 -0.046 0.2108
H 0.804 2.051 1.394 0.2283
H 1.865 2.504 0.065 0.2345
H 0.046 2.248 -0.361 0.2185
H -2.862 -1.091 0.743 0.2107
H -2.896 0.601 -0.093 0.2143
H -1.785 0.219 1.309 0.2092
H -1.121 0.752 -1.139 0.2005
H -1.584 -0.948 -1.561 0.2139
H 2.961 -1.928 0.022 0.4035
```

Entry 6:
Density functional theory data (ωB97M-V with the def2-TZVPD basis set) for a structure of composition C35H45F6IrN7O5S2Si at a distorted geometry.

The HOMO energy (alpha / beta) comes out at -14.239 / -13.202 eV. The value obtained for the LUMO energy (alpha / beta) is -7.51 / -8.79 eV. Its gap between HOMO and LUMO (alpha / beta) is 6.729 / 4.416 eV. The energy above the lowest of the compared OMol25 structures with the same formula, charge and spin comes out at 0.0 kcal per mole. As for the net charge: +2. The spin multiplicity is 2. As for the expectation value of S²: 0.9043.

Structure (XYZ):
```
102
Properties=species:S:1:pos:R:3:lowdin_spin:R:1
Ir 0.749 -1.222 -0.244 0.3618
C 0.449 5.589 2.016 0.0000
C 1.408 4.552 2.607 0.0004
C 2.838 5.114 2.544 0.0002
C 1.015 4.294 4.073 0.0003
C 1.335 3.226 1.877 0.0033
C 2.271 2.218 2.133 0.0001
C 2.131 0.983 1.546 -0.0009
N 1.139 0.706 0.695 -0.0245
C 0.267 1.670 0.375 -0.0008
C 0.329 2.918 0.966 -0.0012
C -0.763 1.296 -0.594 -0.0009
C -1.405 2.201 -1.404 0.0004
C -2.334 1.770 -2.351 0.0003
C -2.656 0.414 -2.334 -0.0001
C -1.973 -0.444 -1.505 -0.0002
N -1.013 -0.027 -0.650 -0.0051
C -2.956 2.707 -3.371 0.0000
C -4.398 3.005 -2.927 0.0000
C -2.940 2.015 -4.748 0.0000
C -2.170 4.018 -3.483 0.0000
H 0.576 6.531 2.548 0.0000
H -0.596 5.291 2.130 0.0000
H 0.660 5.771 0.959 0.0000
H 2.838 6.131 2.936 0.0000
H 3.204 5.149 1.515 0.0000
H 3.542 4.536 3.146 0.0000
H 1.084 5.227 4.635 0.0001
H 1.676 3.564 4.548 0.0000
H -0.014 3.931 4.141 0.0000
H 3.110 2.388 2.793 -0.0001
H 2.823 0.182 1.772 0.0000
H -0.432 3.644 0.719 -0.0002
H -1.136 3.246 -1.342 0.0000
H -3.420 0.007 -2.981 0.0000
H -2.222 -1.493 -1.503 -0.0001
H -4.969 2.087 -2.772 0.0000
H -4.900 3.597 -3.694 0.0000
H -4.405 3.576 -1.996 0.0000
H -3.664 1.201 -4.811 0.0000
H -1.947 1.615 -4.959 0.0000
H -3.190 2.741 -5.522 0.0000
H -2.228 4.613 -2.569 0.0000
H -2.594 4.619 -4.287 0.0000
H -1.123 3.822 -3.731 0.0000
C 4.176 -2.487 -0.532 -0.0010
C 3.452 -2.746 0.746 0.0042
C 3.995 -3.556 1.762 0.0974
C 3.320 -3.711 2.964 -0.0047
C 2.120 -3.054 3.177 0.0877
C 1.596 -2.281 2.128 0.0125
N 2.275 -2.168 0.951 0.0388
N 0.459 -1.600 2.094 0.2454
Si -0.608 -1.083 3.430 0.0218
C 0.523 -0.463 4.796 0.0121
C -1.737 0.249 2.794 -0.0004
C -1.580 -2.571 4.010 0.0058
H 5.148 -2.034 -0.323 -0.0001
H 3.599 -1.822 -1.166 -0.0001
H 4.365 -3.421 -1.061 -0.0002
H 4.942 -4.051 1.589 0.0042
H 3.737 -4.337 3.743 -0.0020
H 1.579 -3.146 4.111 0.0035
H 1.566 -0.436 4.471 0.0000
H 0.453 -1.102 5.679 0.0010
H 0.234 0.548 5.093 0.0007
H -2.014 0.099 1.750 -0.0001
H -1.256 1.228 2.875 -0.0001
H -2.658 0.287 3.382 0.0000
H -0.935 -3.430 4.212 0.0000
H -2.323 -2.870 3.265 -0.0001
H -2.108 -2.315 4.933 0.0004
F 3.127 -3.422 -5.190 0.0015
C 2.995 -3.144 -3.916 0.0036
F 3.845 -2.168 -3.577 0.0005
F 3.269 -4.218 -3.178 0.0001
S 1.289 -2.551 -3.513 0.0051
O 1.324 -2.557 -2.033 0.0498
O 0.359 -3.451 -4.099 0.0045
N 1.256 -1.118 -4.123 0.0002
S 1.342 0.212 -3.303 -0.0016
O 0.173 1.013 -3.451 -0.0002
O 1.838 0.030 -1.924 -0.0050
C 2.669 1.186 -4.137 -0.0006
F 3.843 0.591 -4.020 0.0000
F 2.351 1.332 -5.408 -0.0002
F 2.704 2.371 -3.541 0.0000
N -5.060 -4.145 0.726 0.0002
C -4.222 -3.286 0.112 0.0005
O -4.524 -2.167 -0.258 0.0001
C -2.807 -3.760 -0.095 0.0025
C -2.464 -4.905 -0.802 -0.0017
C -1.122 -5.181 -1.019 0.0040
C -0.174 -4.276 -0.585 0.0039
N -0.509 -3.136 0.042 0.0662
C -1.799 -2.909 0.309 0.0055
H -6.023 -3.876 0.845 0.0000
H -4.788 -5.071 1.003 0.0000
H -3.231 -5.563 -1.195 0.0000
H -0.818 -6.078 -1.540 0.0006
H 0.876 -4.453 -0.757 0.0004
H -2.036 -2.008 0.862 0.0007
```

Entry 7:
Density functional theory data (ωB97M-V with the def2-TZVPD basis set) for a structure of composition C3H8N4O at a distorted geometry.

The HOMO energy comes out at -8.561 eV. The value obtained for the LUMO energy is 0.43 eV. Its gap between HOMO and LUMO is 8.993 eV. The energy above the lowest of the compared OMol25 structures with the same formula, charge and spin comes out at 150.9 kcal per mole. As for the net charge: 0. The spin multiplicity is 1.

Structure (XYZ):
```
16
Properties=species:S:1:pos:R:3:nbo_charge:R:1
C 2.541 0.457 -0.051 -0.7238
C 1.587 -0.683 -0.208 0.1242
C -1.747 0.552 -0.009 0.5481
H 3.565 0.170 0.096 0.2444
H 2.729 1.283 -0.813 0.2671
H 2.318 0.903 0.983 0.2190
H 2.124 -1.581 -0.570 0.1966
H 0.362 1.081 0.789 0.4058
H -3.367 1.536 -0.319 0.3402
H -3.186 -0.699 -0.567 0.3584
H -0.568 -1.728 0.548 0.4974
N 0.311 -0.789 -0.161 -0.2641
N -0.368 0.362 0.390 -0.5125
N -2.305 1.715 0.013 -0.6944
N -2.190 -0.774 -0.558 -0.3634
O -1.805 -1.807 0.435 -0.6427
```

Entry 8:
Density functional theory data (ωB97M-V with the def2-TZVPD basis set) for a cluster of 6 separate species, C45H50F5N2O2P in total.

The HOMO energy comes out at -7.899 eV. The value obtained for the LUMO energy is -0.79 eV. Its gap between HOMO and LUMO is 7.105 eV. The structure (SMILES) is CCCCNC1=C(P(CC)CC)C(=O)C(CN)=CC1=O.Fc1ccccc1.Fc1ccccc1.Fc1ccccc1.Fc1ccccc1.Fc1ccccc1. As for the net charge: 0. The spin multiplicity is 1.

Structure (XYZ):
```
105
Properties=species:S:1:pos:R:3:mulliken_charge:R:1
C 0.496 4.434 6.137 -1.3454
C 1.358 3.724 5.100 -0.3858
C 0.546 3.190 3.910 -0.4487
C 1.272 3.316 2.565 -0.6895
N 0.409 3.382 1.377 0.0163
C -0.571 2.376 1.306 -0.3767
C -0.384 1.124 0.840 0.5505
P 1.146 0.339 0.226 -0.3592
C 0.611 -0.519 -1.323 -0.6629
C 0.870 -2.032 -1.299 -0.5784
C 2.207 1.704 -0.420 0.2360
C 3.285 1.140 -1.367 -1.3265
C -1.564 0.202 0.986 0.2833
O -1.777 -0.722 0.237 -0.5402
C -2.554 0.464 2.096 0.7093
C -3.257 -0.737 2.639 -0.9902
N -2.271 -1.727 3.100 -0.2439
C -2.751 1.726 2.447 -0.9250
C -1.918 2.781 1.835 0.1041
O -2.257 3.947 1.812 -0.6246
H -0.065 5.256 5.684 0.3590
H -0.235 3.746 6.570 0.3017
H 1.097 4.843 6.951 0.4075
H 1.877 2.891 5.583 0.3079
H 2.132 4.411 4.742 0.3469
H 0.318 2.135 4.090 0.2069
H -0.408 3.723 3.846 0.2750
H 1.954 2.472 2.437 0.1409
H 1.888 4.219 2.561 0.6063
H -0.043 4.289 1.329 0.4910
H -0.444 -0.327 -1.492 0.5527
H 1.148 -0.044 -2.142 0.5677
H 1.633 -2.307 -0.567 0.4809
H 1.204 -2.389 -2.276 -0.4120
H -0.040 -2.575 -1.036 0.3492
H 2.688 2.159 0.443 0.4453
H 1.622 2.486 -0.890 -0.1334
H 3.177 1.551 -2.371 0.2364
H 4.285 1.393 -1.013 0.4049
H 3.249 0.052 -1.458 0.3032
H -3.943 -0.425 3.432 0.3699
H -3.844 -1.180 1.828 0.2768
H -2.622 -2.159 3.946 0.1841
H -1.408 -1.267 3.375 0.1725
H -3.489 2.031 3.181 0.4454
F 0.594 2.090 -3.140 -0.1757
C -0.090 3.211 -3.468 0.6406
C -0.282 4.171 -2.494 0.0572
C -0.990 5.315 -2.836 -0.5292
C -1.486 5.477 -4.122 -0.7351
C -1.279 4.489 -5.076 -0.3325
C -0.573 3.339 -4.754 -0.9133
H 0.106 4.014 -1.495 0.2000
H -1.154 6.081 -2.090 0.3835
H -2.036 6.372 -4.382 0.3895
H -1.670 4.612 -6.079 0.4627
H -0.396 2.558 -5.480 0.4631
F -4.699 -3.048 5.407 -0.3315
C -4.159 -3.271 6.633 0.4791
C -4.552 -2.461 7.678 -0.6140
C -3.996 -2.695 8.928 -0.2614
C -3.073 -3.715 9.108 -0.5920
C -2.701 -4.511 8.032 -0.2989
C -3.246 -4.295 6.774 -0.3665
H -5.273 -1.673 7.509 0.4337
H -4.290 -2.074 9.764 0.3531
H -2.643 -3.890 10.085 0.3791
H -1.979 -5.305 8.165 0.3797
H -2.968 -4.901 5.923 0.4408
F -0.653 -5.628 4.999 -0.2826
C -0.327 -5.690 3.681 0.6386
C 0.722 -6.502 3.303 -0.6919
C 1.065 -6.544 1.957 -0.2970
C 0.364 -5.787 1.029 -0.4873
C -0.695 -4.992 1.443 -0.3449
C -1.053 -4.935 2.782 -0.3811
H 1.258 -7.074 4.048 0.4267
H 1.890 -7.164 1.633 0.4056
H 0.650 -5.818 -0.013 0.2509
H -1.238 -4.386 0.729 0.3749
H -1.856 -4.295 3.116 0.3521
F 2.488 -6.907 -1.169 -0.2505
C 2.838 -6.174 -2.249 0.6734
C 3.934 -6.578 -2.986 -0.6417
C 4.296 -5.824 -4.092 -0.3159
C 3.572 -4.692 -4.440 -0.7558
C 2.478 -4.312 -3.676 -0.4472
C 2.098 -5.055 -2.567 -0.1253
H 4.482 -7.462 -2.690 0.4260
H 5.150 -6.126 -4.684 0.3570
H 3.861 -4.107 -5.303 0.3851
H 1.911 -3.428 -3.939 0.3546
H 1.249 -4.767 -1.962 0.3727
F -0.691 3.665 -8.013 -0.2857
C 0.065 4.389 -8.870 0.5113
C 0.991 5.265 -8.343 -0.3315
C 1.764 6.007 -9.226 -0.3339
C 1.600 5.864 -10.597 -0.6275
C 0.657 4.973 -11.092 -0.2737
C -0.125 4.221 -10.226 -0.6023
H 1.095 5.356 -7.270 0.4640
H 2.498 6.699 -8.836 0.3453
H 2.205 6.446 -11.278 0.3685
H 0.526 4.860 -12.160 0.3498
H -0.864 3.518 -10.584 0.4178
```